<a>
9
Properties=species:S:1:pos:R:3:nbo_charge:R:1 method="wB97M-V/def2-TZVPD" homo_lumo_gap_ev=9.25 smiles="[H]/N=c1/nn[nH][nH]1"
H 1.706 1.371 0.050 0.324
N 0.812 1.793 -0.012 -0.660
C 0.128 0.787 -0.265 0.465
N -1.344 0.696 -0.538 -0.139
N -1.608 -0.470 -0.644 0.037
N -0.584 -1.402 -0.290 -0.287
N 0.526 -0.478 0.074 -0.555
H -0.857 -1.960 0.796 0.387
H 1.221 -0.337 0.830 0.427

=====

<b>
9
Properties=species:S:1:pos:R:3:nbo_charge:R:1 method="wB97M-V/def2-TZVPD" homo_lumo_gap_ev=9.86 smiles="[H]/N=c1/nn[nH][nH]1"
H 2.485 0.255 0.086 0.345
N 1.860 -0.521 0.157 -0.663
C 0.691 -0.319 -0.216 0.464
N -0.193 -1.530 -0.130 -0.163
N -1.372 -1.167 0.058 0.043
N -1.418 0.254 0.199 -0.323
N -0.106 0.752 -0.239 -0.495
H -2.130 0.784 -0.378 0.386
H 0.183 1.492 0.465 0.406

=====

Least stable of them? <a>.

=====

<a>
19
Properties=species:S:1:pos:R:3:nbo_charge:R:1 method="wB97M-V/def2-TZVPD" homo_lumo_gap_ev=9.45 smiles="CC1=C[C@H]2O[C@@]2(C)C=C1"
C -1.432 -2.352 -1.090 -0.626
C -0.624 -1.236 -0.507 -0.015
C -0.492 -1.057 0.824 -0.203
C 0.315 0.021 1.397 0.024
O 1.694 0.118 1.127 -0.467
C 0.879 1.056 0.467 0.181
C 1.004 2.493 0.926 -0.631
C 0.627 0.815 -0.959 -0.169
C -0.012 -0.283 -1.399 -0.209
H -2.218 -1.965 -1.738 0.216
H -1.890 -2.947 -0.304 0.217
H -0.789 -2.995 -1.690 0.220
H -1.040 -1.677 1.518 0.203
H 0.062 0.320 2.413 0.185
H 0.022 2.907 1.154 0.218
H 1.465 3.103 0.152 0.213
H 1.624 2.535 1.819 0.229
H 0.965 1.573 -1.649 0.205
H -0.159 -0.431 -2.460 0.209

=====

<b>
19
Properties=species:S:1:pos:R:3:nbo_charge:R:1 method="wB97M-V/def2-TZVPD" homo_lumo_gap_ev=8.93
C 2.187 -0.653 1.176 -0.667
C 1.634 -1.341 -0.086 -0.136
C 1.158 -0.562 -1.096 -0.274
C 0.985 0.905 -1.163 -0.158
C 0.229 1.709 -0.349 -0.276
C -0.455 1.343 0.796 -0.160
C -1.510 0.451 0.914 -0.293
C -2.024 -0.284 -0.259 0.382
O -2.619 -1.363 -0.233 -0.526
H 1.537 -0.891 2.007 0.223
H 2.276 0.459 0.999 0.220
H 3.127 -1.072 1.590 0.224
H 1.754 -2.426 -0.203 0.217
H 0.860 -0.954 -2.047 0.215
H 1.539 1.419 -1.989 0.215
H 0.437 2.757 -0.547 0.228
H -0.082 1.749 1.743 0.224
H -2.055 0.211 1.925 0.230
H -1.654 0.239 -1.216 0.113

=====

Least stable of them? <b>.